{"formula": "C30H69N6O10P", "method": "wB97M-V/def2-TZVPD", "e_tot_ev": -70934.02837, "molar_mass_da": 704.89, "orbital_gap_ev": 8.9, "symbols": ["P", "O", "O", "O", "O", "O", "O", "O", "O", "O", "O", "N", "N", "N", "N", "N", "N", "C", "C", "C", "C", "C", "C", "C", "C", "C", "C", "C", "C", "C", "C", "C", "C", "C", "C", "C", "C", "C", "C", "C", "C", "C", "C", "C", "C", "C", "C", "H", "H", "H", "H", "H", "H", "H", "H", "H", "H", "H", "H", "H", "H", "H", "H", "H", "H", "H", "H", "H", "H", "H", "H", "H", "H", "H", "H", "H", "H", "H", "H", "H", "H", "H", "H", "H", "H", "H", "H", "H", "H", "H", "H", "H", "H", "H", "H", "H", "H", "H", "H", "H", "H", "H", "H", "H", "H", "H", "H", "H", "H", "H", "H", "H", "H", "H", "H", "H"], "xyz": [[-1.2902, -5.8604, -2.6995], [-2.7192, -0.1427, 5.7800], [-1.4046, 3.4191, -2.7831], [-0.1391, 4.6116, -1.3986], [0.4067, -0.3125, -0.2465], [2.6547, 4.0355, 1.7957], [3.7243, -3.6036, -4.3853], [-1.1382, 7.5448, 2.2922], [0.0719, -6.4139, -2.6617], [1.9573, 1.2878, -0.4875], [-2.5958, 7.5955, 3.9706], [-1.8003, -5.7125, -4.2619], [5.1171, 5.7366, 1.8333], [-1.4864, -4.3564, -2.0137], [5.0542, -1.1825, -1.8621], [-2.4490, -6.7757, -1.9410], [-5.4567, -0.8097, 5.2636], [-1.7077, -1.0299, 5.3701], [3.4095, 2.9032, 2.1821], [-0.9490, -0.3556, 0.2725], [-1.0590, 5.2427, 1.7506], [2.8194, -4.4228, -3.6894], [-2.0854, 5.4759, 2.8604], [4.6489, -2.9412, -3.5282], [-0.9561, 0.6399, 1.4189], [-0.3303, -3.5169, -1.7756], [2.8965, -1.2000, -3.0207], [1.2606, 4.8802, -1.1739], [2.8358, 5.2427, 2.5206], [4.0154, -2.0479, -2.4538], [0.9142, 0.9181, -0.0313], [-2.6858, -3.8981, -1.3694], [-5.1854, -0.0661, 2.9116], [-2.3236, -6.9194, -0.5067], [-3.1183, -5.2323, -4.5929], [-1.9989, 6.9602, 3.1516], [4.2329, 5.5100, 3.0031], [4.3417, 6.7422, 3.8848], [0.0095, 1.7007, 0.8969], [-3.4510, 0.4572, 4.7223], [-1.0625, -6.2950, -5.3693], [-2.8877, -7.9767, -2.6498], [-0.6848, 6.6253, 1.2528], [1.9857, 4.3361, -2.4117], [-4.5093, -0.4983, 4.1895], [-0.3094, 3.7357, -2.4135], [1.0433, 3.2651, -2.9273], [-2.1005, -2.0396, 5.1935], [5.3182, -3.6808, -3.0691], [-3.0364, -2.9412, -1.7830], [-2.0704, -8.6020, -3.0102], [-1.1913, -1.3811, 0.5343], [2.3036, -1.7592, -3.7503], [0.3789, 6.7953, 1.1252], [2.4308, 6.0571, 1.9240], [2.5294, -4.0479, -2.7057], [-0.5874, 0.2110, 2.3504], [5.5893, -0.6985, -2.5769], [-5.2280, 1.0222, 2.7989], [3.1091, 2.0985, 1.5125], [-3.9397, 1.3360, 5.1464], [1.4461, 5.9419, -1.0416], [5.2081, -2.2958, -4.2104], [-2.1597, -5.9697, -0.0029], [-1.8252, 4.9155, 3.7580], [-1.3104, -7.3505, -5.5299], [1.0213, 3.0555, -3.9892], [-3.1028, 5.1885, 2.6017], [-2.5021, -3.6740, -0.3034], [-6.1895, -0.4764, 2.8174], [-0.1850, -3.3383, -0.7044], [-1.2388, 6.9323, 0.3665], [-3.6235, -8.4687, -2.0138], [6.0888, 5.7596, 2.1164], [2.9995, 4.0288, -2.1618], [5.7275, -1.7409, -1.3490], [-6.2316, -1.3610, 4.9239], [3.9077, 7.6314, 3.4292], [5.3819, 6.9460, 4.1446], [-4.6284, -0.3955, 2.0297], [-1.2311, -0.7240, 4.4302], [2.0763, 5.1225, -3.1679], [0.0082, -6.1931, -5.2123], [1.9379, -4.5914, -4.3047], [-0.5105, 2.4722, 0.3204], [-3.6415, -4.8109, -3.7368], [-3.4924, -7.6905, -3.5186], [-0.9595, -1.0671, 6.1581], [4.4885, 3.0416, 2.1269], [-1.3183, -5.7488, -6.2797], [2.1843, -0.8811, -2.2622], [1.5437, 4.3101, -0.2885], [5.0070, 4.9963, 1.1510], [3.1238, 2.5859, 3.1965], [-3.2321, -7.3477, -0.0744], [2.2205, 5.1637, 3.4389], [-2.7517, 0.7389, 3.9259], [1.1920, 2.3309, -2.3761], [3.2459, -5.4165, -3.4774], [3.8654, 6.5765, 4.8581], [-0.4516, -2.5580, -2.2900], [-0.1777, 4.7271, 2.1443], [-5.0020, -1.3044, 6.0178], [0.5647, 2.2185, 1.6754], [0.5555, -4.0103, -2.1649], [-3.5001, -4.6114, -1.4160], [4.6155, 4.6898, 3.6217], [-1.9854, 0.9628, 1.5818], [-3.7664, -6.0393, -4.9657], [3.3084, -0.3512, -3.5694], [-3.0702, -4.4638, -5.3699], [-3.9390, -1.4202, 3.9650], [-1.4220, 4.5608, 0.9816], [-1.6087, -0.0267, -0.5342], [3.7099, -2.6541, -1.5981], [-1.4928, -7.5824, -0.2264]]}

{"formula": "C30H69N9O39", "method": "wB97M-V/def2-TZVPD", "e_tot_ev": -125463.48511, "molar_mass_da": 1179.91, "orbital_gap_ev": 9.0, "symbols": ["O", "O", "O", "O", "O", "O", "O", "O", "O", "O", "O", "O", "O", "O", "O", "O", "O", "O", "O", "O", "O", "O", "O", "O", "O", "O", "O", "O", "O", "O", "O", "O", "O", "O", "O", "O", "O", "O", "O", "N", "N", "N", "N", "N", "N", "N", "N", "N", "C", "C", "C", "C", "C", "C", "C", "C", "C", "C", "C", "C", "C", "C", "C", "C", "C", "C", "C", "C", "C", "C", "C", "C", "C", "C", "C", "C", "C", "C", "H", "H", "H", "H", "H", "H", "H", "H", "H", "H", "H", "H", "H", "H", "H", "H", "H", "H", "H", "H", "H", "H", "H", "H", "H", "H", "H", "H", "H", "H", "H", "H", "H", "H", "H", "H", "H", "H", "H", "H", "H", "H", "H", "H", "H", "H", "H", "H", "H", "H", "H", "H", "H", "H", "H", "H", "H", "H", "H", "H", "H", "H", "H", "H", "H", "H", "H", "H", "H"], "xyz": [[2.6765, 3.1436, -2.7561], [2.5546, -5.3068, -4.7468], [2.8590, 5.7429, -1.6692], [-3.0170, -7.3504, 4.6649], [-0.9386, 0.1979, -5.9879], [-2.1819, -6.2279, 2.8159], [-3.8510, 1.7554, 0.1992], [1.7616, -2.2643, 3.7620], [-1.3806, -8.1519, 3.3682], [-0.2435, 4.5923, 1.3540], [-5.2982, 2.9258, 1.4127], [-5.5733, -1.3459, 4.7269], [-3.2751, -3.9237, -1.3617], [-1.1462, 4.8003, 5.4120], [-0.9649, 2.9239, 4.2041], [-1.2536, 4.7988, -0.6244], [-4.7228, -3.0647, -0.0395], [4.3988, -5.2393, -6.0484], [6.5075, -2.2892, -4.2791], [-2.6761, 5.6291, -4.2448], [3.3081, -3.3417, -5.5230], [4.5141, -0.4914, 1.0240], [-3.4653, -2.0935, 4.4207], [-2.1199, -1.4640, -5.0472], [5.5300, -1.2074, -2.4691], [5.7360, -0.3546, -4.5102], [2.4714, -2.8353, -1.3046], [0.3862, 0.2912, -1.4869], [1.9994, 2.7144, -4.7760], [0.3428, -0.4863, 4.0471], [-3.5639, 4.5888, -2.6590], [2.4487, 0.1690, 0.9116], [2.2870, -0.4010, 5.0162], [4.3379, 7.2058, -0.9936], [-4.0765, -0.2848, 5.5948], [0.4489, -3.4021, -0.7949], [-0.2310, -1.0408, -4.2249], [-0.9861, -0.5637, -0.0568], [0.7883, 3.8677, 5.3702], [-0.2374, 0.3428, -0.4913], [1.6172, -3.1895, -0.4902], [-3.1593, 5.6115, -3.1332], [-3.8976, -2.9604, -0.9725], [3.3930, 6.4504, -0.8615], [3.6178, 0.2119, 0.5099], [-1.2027, 4.7862, 0.6289], [-4.4501, 2.0059, 1.2648], [1.9168, 3.2605, -3.7082], [1.4863, -4.5894, -4.0132], [-3.2690, -1.3217, -5.9044], [1.9756, -3.2393, 0.9104], [-3.1753, 6.8496, -2.3400], [-2.5663, 4.8981, 1.3389], [-2.2734, -7.2165, 3.6826], [-4.2986, -1.3211, 4.8964], [1.0842, -0.4429, -4.1690], [-2.5060, 5.0341, 5.0478], [-0.1794, 1.6425, 0.2833], [-1.0813, -0.6429, -5.1227], [-3.0540, -5.0629, 2.8070], [3.6309, -0.7442, 5.0661], [2.9241, 6.3483, 0.5916], [-0.4834, -0.6123, 2.8584], [-0.4682, 3.7732, 4.9529], [1.4119, -1.1998, 4.2726], [-6.1782, -2.2790, 3.8893], [3.8539, 1.0260, -0.7173], [-3.7771, -1.7055, -1.6609], [3.4776, -4.6846, -5.4695], [3.8035, -2.6334, -6.6526], [1.7739, 3.1533, 4.7679], [-1.2070, -9.3563, 4.1172], [6.2972, -3.6388, -3.8131], [0.7779, 4.1767, -3.4697], [-2.7577, 0.3322, 5.5206], [5.9748, -1.2542, -3.6306], [4.9979, 0.8298, -4.2717], [-4.0950, 1.2634, 2.4391], [4.8507, 1.3530, -5.2165], [0.6073, -4.5478, -4.6564], [-3.0131, -1.2795, -6.9631], [-1.3382, -1.2571, 3.0622], [1.8879, 6.6731, 0.6857], [-2.1316, 7.0821, -2.1287], [0.2656, 3.9225, -2.5418], [-4.7874, -1.4187, -1.9527], [-3.3120, 0.5226, 2.2770], [3.7552, 2.0926, -0.5154], [-3.2594, 5.1883, 0.5493], [-2.4123, 0.3136, 4.4869], [3.6219, 6.9656, 1.1574], [4.3606, -1.7673, -6.2955], [-2.7580, 6.0919, 4.9719], [-2.7501, 1.3799, 5.8213], [4.1768, 0.1921, 5.1824], [-3.5914, 7.5983, -3.0142], [-2.8206, -4.3192, 3.5689], [-5.5570, -3.1297, 3.6090], [5.2228, -3.7602, -3.6755], [-3.2495, -0.9027, -1.1458], [4.8278, 0.7952, -1.1490], [-2.7763, 3.8694, 1.6318], [2.6757, -4.0745, 0.9282], [1.4918, 2.1097, 4.6282], [-1.9612, -10.0676, 3.7805], [-5.0088, 0.9126, 2.9186], [-3.9775, -2.1491, -5.8667], [-1.9913, -0.1803, 6.1020], [-3.7224, 6.7795, -1.3999], [2.9718, 5.2809, 0.8072], [-2.4392, 5.6489, 2.1188], [-0.2158, -9.6716, 3.7914], [-3.7459, -0.3715, -5.6638], [4.0105, -1.3081, 4.2140], [1.9620, 3.7093, 3.8494], [1.3188, 5.1223, -3.5062], [1.4797, -0.4477, -5.1847], [1.8802, -0.9577, -3.6310], [1.1831, -5.2077, -3.1683], [4.0548, 0.5882, -3.7814], [0.0180, 4.0031, -4.2316], [0.3524, 2.4101, -0.2788], [-6.9380, -2.6944, 4.5514], [-1.3287, -9.2268, 5.1926], [-6.6773, -1.8768, 3.0077], [-3.2702, -2.0132, -2.5755], [2.9811, -2.3035, -7.2873], [-4.0974, -5.2633, 3.0506], [-2.8234, 4.6501, 4.0784], [1.1168, -3.5120, 1.5238], [0.0795, -0.9195, 1.9770], [2.5518, 3.0394, 5.5229], [6.7173, -4.3340, -4.5399], [-3.1847, 4.5992, 5.7815], [5.5727, 1.4753, -3.6076], [-1.1669, 2.0353, 0.5253], [-3.5740, 1.9920, 3.0603], [0.2751, 1.5011, 1.2639], [4.4707, -3.2490, -7.2560], [1.0311, 0.5949, -3.8400], [3.8207, -1.4041, 5.9126], [2.3831, -2.2903, 1.2588], [3.1015, 0.7000, -1.4354], [6.8368, -3.7257, -2.8700], [-2.9375, -4.5400, 1.8578], [-0.8111, 0.4170, 2.7127], [1.6263, -3.5565, -3.6945]]}

{"formula": "C30H70Cl20O5S5", "method": "wB97M-V/def2-TZVPD", "e_tot_ev": -347103.82122, "molar_mass_da": 1380.28, "orbital_gap_ev": 8.5, "symbols": ["Cl", "Cl", "Cl", "Cl", "Cl", "Cl", "Cl", "Cl", "Cl", "Cl", "Cl", "Cl", "Cl", "Cl", "Cl", "Cl", "Cl", "Cl", "Cl", "Cl", "S", "S", "S", "S", "S", "O", "O", "O", "O", "O", "C", "C", "C", "C", "C", "C", "C", "C", "C", "C", "C", "C", "C", "C", "C", "C", "C", "C", "C", "C", "C", "C", "C", "C", "C", "C", "C", "C", "C", "C", "H", "H", "H", "H", "H", "H", "H", "H", "H", "H", "H", "H", "H", "H", "H", "H", "H", "H", "H", "H", "H", "H", "H", "H", "H", "H", "H", "H", "H", "H", "H", "H", "H", "H", "H", "H", "H", "H", "H", "H", "H", "H", "H", "H", "H", "H", "H", "H", "H", "H", "H", "H", "H", "H", "H", "H", "H", "H", "H", "H", "H", "H", "H", "H", "H", "H", "H", "H", "H", "H"], "xyz": [[4.0743, -4.9394, -2.2970], [0.5742, -0.7170, -1.8231], [-2.6383, 0.6649, -4.0355], [3.8978, 2.6289, 6.2155], [1.3950, -0.8170, -7.3176], [-5.6318, 5.0181, -1.3417], [2.4914, -5.3141, 2.7627], [1.3272, -3.3040, -4.8077], [1.4677, 4.4479, -1.8161], [-2.8066, 6.8154, -2.1099], [2.9400, 1.3294, 2.9112], [-0.9111, -1.9222, 2.3543], [2.7018, -2.9246, 0.0388], [2.0766, 6.1687, 1.1097], [0.4653, 1.8051, -4.9030], [-2.4675, -1.9184, 5.3999], [-0.4041, -7.1129, 2.7865], [-1.8317, 4.2586, -6.3247], [-0.7047, 1.6646, 1.5048], [-5.3610, -0.2071, -6.1928], [-1.7528, 4.4557, 3.7261], [3.5733, -2.5325, 5.8929], [-1.0506, -7.2962, -3.1206], [-4.8972, 0.6149, 0.2095], [4.7882, 0.1037, -1.3197], [6.0137, -0.6672, -0.7746], [2.1631, -2.4013, 5.5013], [-3.9959, 1.5361, -0.4600], [-2.1219, -7.6947, -4.2069], [-0.8717, 3.2788, 3.9883], [-6.0568, 1.4472, 1.3112], [-3.4028, 5.3124, -2.8838], [-3.9713, -0.1398, 1.5539], [3.7327, -1.7552, 7.4659], [0.8037, 4.8734, 0.9353], [0.1978, 4.7790, -0.5063], [2.6118, 3.0247, 5.1648], [-4.3715, 0.3861, -3.6187], [-3.3523, 3.8584, 3.2852], [-0.9554, -5.4983, -3.0142], [-2.2987, 5.0729, 5.3404], [-5.2972, 0.8548, -4.7470], [5.4787, 1.5729, -1.9769], [0.6058, -7.4130, -3.8138], [0.1980, -2.8619, -6.1157], [1.9860, 1.9189, 4.3386], [-0.2123, -1.3326, 3.9780], [0.0150, -1.4054, -6.4044], [4.4443, -1.2081, 4.9406], [0.7543, 3.5464, -5.5938], [-0.1508, 3.8939, -6.7889], [-0.3050, -5.2905, 2.9519], [4.1747, -3.9600, 0.2231], [0.7717, 0.3120, -0.3904], [-0.6335, 0.8299, -0.0007], [4.1249, -0.8557, -2.7718], [4.0672, -5.2870, -0.5392], [0.8532, -4.7565, 2.1561], [-3.9396, 4.4273, -1.8500], [-0.6995, -2.1561, 5.1676], [-4.0945, 3.3692, -2.1603], [2.9912, 3.8003, 4.4843], [1.7512, 3.4011, 5.8011], [-1.0855, 1.2708, -0.8306], [1.8921, 1.0478, 4.9609], [-1.9106, -5.0075, -2.8001], [4.3851, -4.0693, 1.2970], [-0.2157, -5.0465, 3.9994], [1.3044, -6.8371, -3.1941], [0.6853, -5.2557, 1.2062], [-0.9112, -1.3214, -7.0005], [4.9913, -5.8498, -0.4605], [-0.7939, -3.1788, -5.7478], [0.7716, -3.6670, 2.0808], [5.5248, -1.1808, 4.9198], [-3.2305, 5.6759, 5.2106], [-3.2545, 3.3828, 2.3118], [0.5787, -6.9637, -4.7570], [1.1826, -0.3056, 0.3385], [4.2848, -1.4838, 3.8860], [-6.5458, 0.5841, 1.8089], [-3.3694, 4.3984, -0.9317], [-4.6218, 0.9411, -2.6971], [0.5484, -3.4202, -7.0065], [-0.4877, -3.2716, 5.2105], [-6.7219, 1.9855, 0.6267], [-0.2500, 5.6692, -0.9320], [-4.9346, 1.7879, -5.1475], [-2.5138, 4.2818, 6.0691], [2.9278, -0.9605, 7.3772], [-0.6374, -5.1253, -4.0069], [0.8820, -1.4444, 3.8752], [-1.1752, -0.1245, 0.1924], [3.6070, -0.0942, -3.3810], [5.0322, -1.3424, -3.2759], [-3.1935, -0.7221, 1.0988], [-2.5904, 4.8574, -3.4476], [4.7864, -1.3186, 7.4312], [-0.1998, -1.6921, 6.0138], [-3.5928, 3.1799, 4.1472], [0.3433, 4.7110, -7.3108], [4.9574, -3.2682, -0.2798], [3.7345, -2.4605, 8.3010], [-0.1770, -0.9628, -5.3700], [1.0056, 2.2954, 3.9495], [-6.3241, 1.0007, -4.3332], [4.6736, 2.3113, -2.2363], [-0.1275, -5.1409, -2.3603], [0.5744, 4.1640, -4.7822], [1.0082, -8.3778, -3.8461], [-0.5990, -0.3400, 4.0119], [-4.4798, -0.8422, 2.2151], [-1.4869, 5.7278, 5.7173], [1.4330, 1.1801, -0.5126], [-0.5407, 3.9903, -0.5002], [-3.5709, 0.6019, 2.2078], [-4.1856, 5.5992, -3.5520], [1.7832, 3.5679, -5.9378], [3.2273, -5.9390, -0.3388], [6.1351, 1.4644, -2.8500], [-4.4026, -0.6693, -3.4171], [-4.0408, 4.6999, 3.2292], [-5.6209, 2.1168, 2.0863], [1.2030, 3.9608, 1.4091], [-1.1976, -4.7677, 2.6106], [-0.1129, 3.0046, -7.4738], [4.0304, -0.2320, 5.1667], [-0.0695, 5.0506, 1.5527], [5.9590, 1.8275, -1.0577], [3.3957, -1.4365, -2.2160]]}